Density functional theory data (ωB97M-V/def2-TZVPD) for 13 unconnected molecules or ions with the total composition C32H56ClFN14O4PS at a distorted geometry.

Atoms and positions in Å:
C1 0.49 -0.85 3.58
O1 0.32 -2.24 3.32
C2 -0.80 -2.50 2.51
C3 -0.62 -1.93 1.11
C4 0.63 -2.45 0.44
C5 0.79 -1.94 -0.99
C6 1.19 -0.44 -0.94
C7 -0.04 0.42 -1.26
C8 -0.18 1.76 -0.57
N1 1.04 2.66 -0.57
Cl1 2.26 2.15 0.59
P1 1.81 3.15 -2.32
N2 3.36 2.51 -2.26
O2 1.09 2.29 -3.46
S1 0.43 4.22 0.10
O3 -0.28 4.87 -0.91
O4 -0.15 3.97 1.36
F1 1.76 4.91 0.31
H1 -0.43 -0.31 3.36
H2 0.75 -0.68 4.62
H3 1.32 -0.47 2.97
H4 -0.93 -3.58 2.43
H5 -1.70 -2.07 2.95
H6 -1.49 -2.24 0.52
H7 -0.66 -0.84 1.14
H8 1.52 -2.17 1.00
H9 0.58 -3.54 0.42
H10 1.56 -2.53 -1.48
H11 -0.13 -2.06 -1.54
H12 1.94 -0.28 -1.71
H13 1.58 -0.28 0.06
H14 -0.92 -0.13 -0.94
H15 -0.13 0.48 -2.34
H16 -0.48 1.61 0.46
H17 -0.99 2.32 -1.02
H18 3.38 1.53 -1.98
H19 3.96 3.10 -1.70
H20 1.50 1.39 -3.53
C9 2.29 -3.36 6.44
C10 1.73 -2.04 6.70
N3 1.28 -1.00 6.90
H21 1.68 -3.89 5.71
H22 3.31 -3.26 6.06
H23 2.32 -3.94 7.36
C11 -3.84 2.85 1.06
C12 -3.45 1.44 1.07
N4 -3.16 0.33 1.10
H24 -4.89 2.94 0.78
H25 -3.69 3.28 2.05
H26 -3.23 3.40 0.34
C13 -6.33 2.00 -2.12
C14 -6.71 2.77 -0.95
N5 -7.04 3.38 -0.03
H27 -7.10 1.26 -2.34
H28 -6.22 2.67 -2.98
H29 -5.38 1.49 -1.94
C15 -9.59 2.17 2.00
C16 -9.54 0.81 1.47
N6 -9.50 -0.25 1.03
H30 -8.84 2.78 1.51
H31 -10.57 2.61 1.83
H32 -9.40 2.15 3.07
C17 3.30 -4.31 2.59
C18 3.37 -4.71 1.20
N7 3.38 -4.98 0.08
H33 3.61 -3.27 2.70
H34 2.27 -4.41 2.95
H35 3.95 -4.94 3.19
C19 5.39 -0.60 -4.50
C20 4.05 -0.15 -4.15
N8 2.99 0.19 -3.87
H36 5.66 -1.47 -3.90
H37 5.41 -0.86 -5.56
H38 6.10 0.21 -4.33
C21 3.08 1.20 -7.94
C22 4.44 1.37 -7.44
N9 5.52 1.51 -7.08
H39 2.41 1.85 -7.39
H40 3.04 1.45 -9.00
H41 2.77 0.17 -7.81
C23 5.63 1.58 -10.88
C24 4.33 1.94 -11.44
N10 3.29 2.20 -11.85
H42 6.01 2.40 -10.29
H43 5.52 0.70 -10.25
H44 6.33 1.35 -11.68
C25 0.26 2.91 4.34
C26 -0.38 2.06 5.33
N11 -0.88 1.38 6.11
H45 1.26 2.53 4.12
H46 -0.33 2.92 3.43
H47 0.35 3.93 4.72
C27 5.50 -5.90 -2.22
C28 6.49 -5.41 -3.17
N12 7.27 -5.00 -3.92
H48 5.07 -5.06 -1.68
H49 4.71 -6.43 -2.74
H50 5.97 -6.57 -1.51
C29 -10.42 6.26 0.08
C30 -10.91 5.30 1.06
N13 -11.30 4.54 1.82
H51 -9.37 6.04 -0.14
H52 -11.00 6.20 -0.83
H53 -10.49 7.27 0.49
C31 1.40 -5.74 10.76
C32 1.97 -5.80 9.42
N14 2.42 -5.85 8.37
H54 1.30 -4.70 11.07
H55 0.42 -6.21 10.76
H56 2.05 -6.27 11.46

The calculation puts the gap between HOMO and LUMO at 7.20 eV. The HOMO energy comes out at -0.4267 hartree. As for the total charge: +1. The calculation puts the energy above the lowest of the compared OMol25 structures with the same formula, charge and spin at 12.44 kcal/mol. Its LUMO energy is -0.16197 Eh.

=====

Density functional theory data (ωB97M-V/def2-TZVPD) for a molecular structure, C32H56ErN2O3P2 at a distorted geometry.

Atoms and positions in Å:
Er1 -1.13 -0.77 -0.96
C1 1.45 -2.06 -2.12
C2 0.35 -2.35 -2.98
C3 0.59 -0.04 -2.84
C4 1.67 -0.66 -2.13
C5 -0.24 -1.09 -3.36
C6 2.34 -3.04 -1.45
H1 1.77 -3.90 -1.07
H2 2.84 -2.58 -0.58
H3 3.12 -3.44 -2.11
C7 2.94 0.02 -1.76
H4 3.53 -0.58 -1.06
H5 2.74 0.99 -1.30
H6 3.60 0.19 -2.63
C8 0.46 1.41 -3.17
H7 0.76 1.61 -4.21
H8 1.10 2.06 -2.54
H9 -0.57 1.79 -3.07
C9 -1.47 -0.86 -4.16
H10 -1.32 -1.20 -5.19
H11 -1.77 0.20 -4.19
H12 -2.33 -1.42 -3.77
C10 0.11 -3.68 -3.61
H13 0.85 -3.88 -4.41
H14 -0.89 -3.75 -4.07
H15 0.21 -4.50 -2.88
C11 -1.59 -1.73 1.11
C12 -0.88 -2.63 0.29
C13 -1.40 -4.01 -0.08
C14 -2.35 -4.05 -1.29
C15 -2.88 -2.73 -1.78
C16 -3.53 -1.83 -0.96
C17 -4.00 -2.28 0.43
C18 -3.01 -1.95 1.56
H16 -1.87 -4.49 0.80
H17 -3.19 -4.73 -1.07
H18 -0.54 -4.64 -0.32
H19 -3.05 -2.74 2.34
H20 -1.03 -1.03 1.75
H21 0.24 -2.57 0.27
H22 -3.35 -1.04 2.08
H23 -4.98 -1.82 0.66
H24 -4.16 -1.06 -1.43
H25 -4.21 -3.36 0.43
H26 -1.83 -4.51 -2.14
H27 -3.19 -2.78 -2.84
P1 1.51 -1.92 2.30
C19 3.23 -1.36 2.24
H28 3.63 -1.29 3.26
H29 3.21 -0.36 1.79
H30 3.83 -2.05 1.62
C20 0.86 -0.95 3.69
H31 1.40 -1.25 4.60
H32 -0.22 -1.14 3.80
H33 1.03 0.12 3.48
C21 1.54 -3.62 2.93
H34 0.52 -4.04 2.84
H35 1.88 -3.65 3.97
H36 2.21 -4.22 2.28
P2 -3.57 1.16 -0.65
C22 -4.62 1.57 -2.12
H37 -5.66 1.72 -1.83
H38 -4.58 0.74 -2.85
H39 -4.24 2.47 -2.62
C23 -4.84 1.04 0.67
H40 -5.56 0.24 0.48
H41 -5.36 2.00 0.72
H42 -4.36 0.85 1.64
C24 -2.82 2.74 -0.16
H43 -3.60 3.44 0.17
H44 -2.27 3.18 -1.00
H45 -2.13 2.57 0.67
C25 4.00 3.60 -0.20
C26 3.79 3.96 1.26
C27 2.33 3.81 1.87
C28 2.04 4.99 2.88
C29 3.10 5.16 3.95
C30 1.29 3.94 0.78
O1 1.13 4.97 0.11
N1 0.45 2.82 0.57
C31 0.82 1.52 0.83
O2 0.11 0.61 0.21
N2 1.79 1.30 1.69
C32 2.18 2.40 2.47
O3 2.44 2.23 3.68
H46 3.68 2.58 -0.45
H47 5.08 3.64 -0.40
H48 3.50 4.31 -0.86
H49 4.49 3.38 1.90
H50 4.10 5.02 1.38
H51 1.92 5.94 2.34
H52 1.07 4.78 3.33
H53 4.04 5.54 3.54
H54 2.77 5.86 4.72
H55 3.25 4.17 4.40
H56 -0.27 2.95 -0.14

The calculation puts the gap between HOMO and LUMO (alpha / beta) at 5.32 / 5.40 eV. The HOMO energy (alpha / beta) comes out at -0.3660 / -0.3665 hartree. As for the total charge: +1. The spin multiplicity is 4. Its LUMO energy (alpha / beta) is -0.17057 / -0.16809 Eh.